{"formula": "C7H14NS", "method": "wB97M-V/def2-TZVPD", "charge": 1, "orbital_gap_ha": 0.336, "multiplicity": 1, "e_above_lowest_kj_mol": 183.0, "species": ["C", "C", "C", "C", "C", "C", "C", "N", "S", "H", "H", "H", "H", "H", "H", "H", "H", "H", "H", "H", "H", "H", "H"], "coordinates": [[-0.576536, 1.101748, -0.164235], [1.481097, 1.964324, 0.750668], [2.751362, -0.784626, -0.347656], [0.382233, -1.466681, -0.900442], [-4.820480, -0.484778, 0.874804], [0.818120, 0.906600, -0.163139], [1.238019, -0.549311, -0.010402], [-1.700601, 1.156317, 0.047237], [-4.043858, -0.386409, -0.515998], [2.519526, 1.963093, 0.580797], [1.387906, 1.645882, 1.749477], [1.014946, 2.971807, 0.502501], [3.432636, -0.568103, 0.398105], [3.142364, -0.318641, -1.230302], [2.884649, -1.809136, -0.557614], [-0.628987, -1.023103, -0.978919], [0.745628, -1.523484, -1.944252], [0.400080, -2.419445, -0.515996], [-4.310500, -0.370273, 1.867473], [-5.732400, -1.035155, 0.916164], [1.076200, 1.266649, -1.293512], [1.133867, -0.759613, 1.050151], [-2.595282, 0.522340, -0.114906]], "atomic_forces_ev_per_a": [[-0.458, -0.519, 1.220], [-1.554, 0.703, -1.383], [-1.751, 0.266, -0.776], [-0.105, 2.773, -1.071], [1.551, -1.087, 1.360], [2.225, 2.071, -3.610], [1.217, -0.268, -0.669], [0.376, 0.406, -0.231], [-0.533, 0.040, -0.562], [1.274, 0.240, -0.614], [-0.606, 0.059, 1.465], [0.835, -1.169, 0.778], [1.102, 0.690, 1.915], [-0.344, 0.727, -0.707], [-0.034, -1.448, -0.061], [0.171, -0.886, 0.136], [0.102, 0.216, 0.535], [-0.389, -2.246, 0.846], [-0.595, 0.558, -0.971], [-0.945, 0.116, -0.037], [-0.316, -0.913, 2.201], [-0.330, -0.416, 0.158], [-0.893, 0.086, 0.076]], "lowdin_charge": [-0.05, -0.01, -0.03, -0.04, -0.40, -0.32, -0.34, 0.27, 0.84, 0.07, 0.08, 0.13, 0.06, 0.09, 0.07, 0.06, 0.11, 0.06, 0.06, 0.01, 0.23, 0.15, -0.09]}

{"formula": "C7H14NS", "method": "wB97M-V/def2-TZVPD", "charge": 1, "orbital_gap_ha": [0.269, 0.308], "multiplicity": 1, "e_above_lowest_kj_mol": 578.4, "species": ["C", "C", "C", "C", "C", "C", "C", "N", "S", "H", "H", "H", "H", "H", "H", "H", "H", "H", "H", "H", "H", "H", "H"], "coordinates": [[-0.614492, -1.774556, 0.538620], [-0.472518, -0.663560, 0.049988], [-0.848461, -3.100048, 0.965851], [0.255551, 1.334284, 1.817770], [2.153353, 1.325414, 0.137752], [-1.189429, -0.116553, -2.749513], [-0.068697, 0.612430, -0.422762], [0.665116, 1.613731, 0.406156], [0.145948, 0.932900, -2.109826], [-1.047753, -3.716960, 0.078019], [-1.570874, -3.280668, 1.775848], [0.135084, -3.402014, 1.328383], [0.413549, 2.207186, 2.360824], [-0.705592, 0.940894, 1.886973], [0.981722, 0.623577, 2.297652], [2.173256, 0.213859, 0.363964], [2.571083, 1.458572, -0.935659], [2.865212, 1.816479, 0.964582], [-2.105525, 0.294215, -2.139309], [-0.824312, -1.095537, -2.648125], [-1.293432, -0.094974, -3.851903], [-2.106633, 1.307757, -0.377005], [0.487844, 2.563571, 0.261721]], "atomic_forces_ev_per_a": [[-0.609, 2.652, -1.154], [1.238, -0.080, 0.991], [0.602, -1.458, 0.300], [3.236, -1.046, 0.742], [2.214, -1.057, 1.667], [-1.010, 1.951, 0.175], [-2.553, 0.695, -1.483], [1.173, -3.597, 0.561], [0.214, 0.042, -0.811], [-0.198, 0.025, 0.385], [0.074, 0.372, -0.477], [-0.014, -0.583, 0.231], [-0.195, 1.722, 0.929], [-1.594, -0.306, -0.123], [-0.747, 0.326, -0.812], [0.353, 1.253, -0.401], [-1.362, 0.291, 1.881], [-1.848, -0.691, -1.979], [1.325, -1.482, -1.321], [-0.318, -1.574, 1.103], [-0.021, 1.042, 0.597], [0.987, -0.218, 0.187], [-0.948, 1.722, -1.188]], "lowdin_charge": [-0.04, -0.10, -0.07, 0.01, -0.02, -0.34, -0.64, -0.16, 0.91, 0.11, 0.11, 0.10, 0.09, 0.08, 0.13, 0.11, 0.11, 0.15, 0.06, 0.01, 0.06, 0.19, 0.15]}